# 1
Below is a cluster of 10 separate species, C18H56O10 in total, with properties calculated with ωB97M-V/def2-TZVPD.

Geometry as XYZ:
```
84
Properties=species:S:1:pos:R:3:forces:R:3
C 29.425 -10.088 29.541 -0.725 -1.301 -1.124
C 30.689 -10.989 29.500 -0.849 -0.362 -0.172
C 30.760 -12.124 28.391 -1.401 -0.435 0.410
O 31.804 -10.160 29.438 1.250 0.521 0.050
H 29.294 -9.725 28.522 -0.100 0.767 0.135
H 29.335 -9.338 30.327 1.024 0.269 -0.284
H 28.510 -10.649 29.732 0.001 -0.687 -0.147
H 30.706 -11.428 30.497 0.400 -0.509 -0.146
H 30.896 -11.923 27.328 0.527 1.251 0.084
H 29.809 -12.646 28.287 -0.508 0.115 0.590
H 31.421 -12.970 28.580 0.489 0.448 0.573
H 32.064 -10.021 28.524 -0.082 0.007 -0.061
C 25.419 -10.920 28.039 0.965 0.793 -1.094
C 24.478 -11.616 28.952 -2.716 0.901 -0.253
C 23.079 -10.805 28.977 1.577 -0.060 0.422
O 24.119 -12.884 28.429 0.873 -0.754 0.523
H 25.077 -11.003 27.008 -0.515 0.339 -0.139
H 26.439 -11.285 27.922 0.082 -0.461 0.800
H 25.506 -9.865 28.298 -0.088 0.095 -0.076
H 24.923 -11.659 29.946 -0.295 -0.641 0.113
H 22.898 -10.415 27.976 0.098 0.197 -0.028
H 23.167 -9.987 29.692 -0.141 0.259 -0.165
H 22.192 -11.382 29.237 0.426 -0.419 0.223
H 23.886 -12.694 27.517 -0.105 -0.304 -0.206
C 26.258 -11.639 33.881 0.817 0.664 -1.008
C 24.943 -11.005 34.379 1.888 -1.583 0.532
C 23.982 -10.875 33.247 0.061 -0.750 0.620
O 24.515 -11.971 35.388 -0.641 1.454 -0.213
H 26.556 -11.225 32.918 0.403 0.809 0.095
H 26.248 -12.676 33.544 -1.072 -0.494 0.495
H 27.099 -11.635 34.574 -0.175 0.479 0.132
H 25.086 -10.011 34.804 0.274 -0.348 0.668
H 23.053 -10.492 33.670 -0.200 -0.089 -0.612
H 23.945 -11.927 32.966 -0.919 0.083 -0.910
H 24.421 -10.268 32.455 -0.341 0.039 -0.012
H 24.424 -12.781 34.881 -0.080 -0.278 0.164
C 27.457 -15.883 30.588 1.233 -0.081 0.385
C 27.840 -14.397 30.765 -0.954 -2.073 0.181
C 29.298 -14.134 30.844 1.170 -0.255 0.263
O 27.417 -13.726 29.620 -0.342 1.244 -1.433
H 26.466 -15.953 30.139 0.005 -0.245 0.196
H 27.553 -16.439 31.521 -0.603 0.128 0.320
H 28.195 -16.427 29.999 -0.102 0.212 -0.681
H 27.243 -14.087 31.622 0.319 0.623 0.352
H 29.848 -14.752 31.553 -0.375 0.136 0.538
H 29.509 -13.078 31.015 0.008 -0.115 0.068
H 29.770 -14.439 29.910 -0.227 0.219 -0.331
H 26.473 -13.847 29.494 -0.297 0.000 -0.038
C 28.337 -14.488 25.696 -0.089 -0.793 -0.948
O 28.057 -15.196 26.895 0.130 0.065 -0.109
H 28.002 -13.468 25.506 -0.476 0.142 0.992
H 29.392 -14.472 25.421 0.288 -0.204 0.403
H 27.835 -15.092 24.940 0.087 0.107 -0.289
H 27.928 -14.666 27.684 0.117 0.567 0.181
C 31.316 -19.390 29.652 1.071 1.474 0.403
O 29.973 -19.251 30.032 0.224 -0.930 -0.102
H 31.537 -20.037 28.803 -0.244 -0.481 0.185
H 31.629 -18.387 29.360 0.466 0.235 -0.454
H 31.984 -19.579 30.492 -0.353 -0.629 0.145
H 29.612 -18.937 29.200 -1.182 0.435 0.171
C 28.343 -17.892 34.433 -0.714 0.844 -0.783
O 26.985 -17.964 33.965 -0.081 -1.762 -0.104
H 28.889 -18.835 34.418 -1.012 -0.621 0.225
H 28.921 -17.373 33.668 0.199 0.930 0.550
H 28.306 -17.489 35.445 0.727 0.296 -0.215
H 26.508 -17.148 33.801 0.858 0.328 0.293
C 23.298 -15.756 30.509 0.710 -0.292 -1.384
O 22.157 -16.074 31.222 -0.794 0.013 0.943
H 23.111 -15.961 29.455 -0.113 0.190 -0.060
H 23.553 -14.700 30.603 0.318 0.055 0.003
H 24.108 -16.435 30.776 0.445 0.244 0.186
H 22.401 -15.846 32.122 -0.570 -0.202 0.312
C 29.485 -19.035 26.836 0.294 1.397 -0.806
O 28.766 -18.186 27.721 -0.342 -0.825 0.707
H 29.358 -18.594 25.848 0.131 -0.522 -0.355
H 30.545 -18.951 27.077 0.133 -0.344 -0.071
H 29.171 -20.079 26.828 -0.284 0.203 0.347
H 28.582 -17.333 27.320 0.019 0.260 -0.153
C 31.800 -15.974 34.255 0.034 -1.136 1.440
O 30.795 -15.702 35.275 0.787 0.494 -0.739
H 31.943 -15.233 33.469 -0.683 -0.004 0.098
H 32.758 -16.088 34.761 0.265 0.258 -0.095
H 31.580 -16.993 33.935 -0.014 0.232 -0.925
H 31.291 -15.812 36.090 -0.383 0.166 0.210
```
Forces are in eV/Å.

The value obtained for the relative energy (zero: lowest compared OMol25 entry of this formula, charge and spin) is 151.2 kcal per mole. The total energy comes out at -1471.570177 Ha. The SMILES is CC(C)O.CC(C)O.CC(C)O.CC(C)O.CO.CO.CO.CO.CO.CO.

***

# 2
Below is a structure of composition C23H37AlINO5P, with properties calculated with ωB97M-V/def2-TZVPD.

Geometry as XYZ:
```
69
Properties=species:S:1:pos:R:3:forces:R:3
C 0.887 -3.230 1.876 -0.402 1.054 -0.123
C -0.238 -2.673 1.288 1.279 0.432 0.886
C -0.178 -2.185 -0.235 -0.026 0.305 0.039
C 0.941 -1.093 -0.373 0.329 -0.359 0.013
C 0.836 0.117 0.639 0.806 0.564 -0.248
C 0.394 1.507 0.011 -0.201 -0.070 1.658
C -1.102 1.795 0.327 -2.131 0.707 -1.271
C -1.717 1.751 1.641 -0.908 0.223 -0.587
C -3.144 1.990 1.885 0.820 0.165 -2.619
C -4.008 2.293 0.736 2.359 -0.282 -0.114
C -3.396 2.383 -0.594 0.884 -0.465 1.346
C -1.980 2.143 -0.803 -0.730 -0.063 2.284
O 0.051 -3.453 -0.890 -0.910 0.573 0.588
Al -1.615 -4.237 -0.536 -0.124 1.218 -0.424
I -1.679 -6.043 1.338 -0.028 -0.020 0.080
P -2.677 -5.220 -2.414 0.135 0.254 -1.443
C -2.043 -6.972 -2.690 -0.892 -0.873 0.130
O -4.363 -5.307 -2.042 1.142 -0.167 0.828
O -2.540 -2.663 -0.125 1.528 -0.648 -0.356
C -1.634 -1.737 -0.784 -2.916 0.280 2.340
N -1.930 -2.014 -2.211 3.863 0.390 0.191
C -1.088 -1.533 -3.061 0.513 -0.614 -0.767
C -0.223 -2.562 -3.890 -2.003 0.260 -1.058
C -0.866 -0.016 -3.410 -0.008 -0.483 -0.610
H 1.869 -2.677 1.870 -0.575 -1.303 -1.257
H 0.868 -4.206 2.413 -0.396 1.409 0.608
H -1.134 -2.550 1.937 0.023 -1.316 -1.366
H 1.018 -0.674 -1.409 -0.137 -0.527 0.707
H 1.926 -1.606 -0.173 -1.014 0.351 -0.295
H 1.879 0.281 1.043 -1.081 -0.208 -0.286
H 0.189 -0.062 1.531 0.542 -0.252 -0.795
H 0.991 2.311 0.528 -0.561 -0.850 -0.533
H 0.665 1.575 -1.070 -0.580 -0.036 0.788
H -1.094 1.514 2.533 -0.410 0.171 -0.819
H -3.541 1.930 2.927 0.365 0.045 -1.128
H -5.101 2.461 0.853 1.021 -0.174 -0.055
H -4.024 2.611 -1.483 0.449 -0.183 0.854
H -1.536 2.217 -1.817 -0.471 -0.087 0.848
H -2.067 -7.597 -1.759 0.371 0.369 -0.761
H -2.731 -7.474 -3.434 0.613 0.529 0.687
H -1.031 -6.958 -3.185 -0.879 0.206 0.764
H -4.421 -5.049 -1.104 -0.299 -0.295 -0.442
H -1.906 -0.706 -0.407 0.373 -0.696 -0.484
H 0.662 -2.925 -3.316 -0.740 0.581 -0.261
H 0.017 -2.154 -4.910 0.252 -0.307 0.954
H -0.907 -3.446 -4.068 0.777 0.718 0.404
H -0.630 0.036 -4.515 -0.180 -0.113 1.099
H -1.845 0.505 -3.279 0.979 -0.226 0.276
H -0.005 0.470 -2.890 -0.861 -0.296 -0.215
C 1.196 5.283 -1.700 0.021 -0.284 -0.117
C 1.992 4.971 -0.459 0.135 -0.365 0.018
O 2.468 3.873 -0.277 0.082 0.345 -0.061
C 2.169 6.080 0.547 0.154 -0.166 0.221
H 1.149 4.395 -2.332 0.009 0.046 0.079
H 0.179 5.573 -1.427 0.054 0.161 -0.048
H 1.679 6.087 -2.260 -0.150 0.116 0.068
H 1.195 6.405 0.918 0.032 0.155 -0.112
H 2.695 6.919 0.086 -0.183 0.092 0.001
H 2.760 5.715 1.387 -0.049 -0.007 -0.077
C 4.073 0.121 4.248 -0.221 -0.214 -0.102
C 3.187 1.333 4.113 -0.373 -0.091 -0.150
O 2.039 1.234 3.743 0.156 0.086 0.100
C 3.788 2.673 4.458 -0.242 0.191 -0.059
H 3.510 -0.770 3.968 0.010 0.092 0.010
H 4.935 0.214 3.584 0.101 0.032 0.167
H 4.405 0.015 5.283 0.181 0.061 -0.070
H 4.637 2.879 3.803 0.105 -0.038 0.158
H 4.107 2.680 5.502 0.189 -0.011 -0.075
H 3.039 3.452 4.315 0.031 -0.087 -0.007
```
Forces are in eV/Å.

The value obtained for the relative energy (zero: lowest compared OMol25 entry of this formula, charge and spin) is 52.1 kcal per mole. The total energy comes out at -2211.030390 Ha. Its total charge is -1.

***

# 3
Below is a structure of composition C4H3Li2O2V, with properties calculated with ωB97M-V/def2-TZVPD.

Geometry as XYZ:
```
12
Properties=species:S:1:pos:R:3:forces:R:3
C 0.676 -0.574 0.630 -0.039 0.327 -0.292
O 0.672 -1.778 0.688 0.065 -0.360 -0.040
Li 1.013 -2.957 2.186 0.015 0.026 0.221
V -1.413 0.316 -2.108 -1.160 0.649 -0.242
C -0.984 1.851 0.744 0.405 -1.375 2.521
C -0.781 1.183 -0.397 -0.410 -2.079 -0.528
C 0.455 0.271 -0.596 1.428 2.139 0.210
O 0.241 -0.537 -1.721 0.185 -0.754 -0.097
Li 0.608 -2.304 -1.544 0.115 -0.006 -0.150
H -1.696 1.376 1.478 -0.901 1.976 -1.215
H 1.359 0.902 -0.697 0.144 -0.375 0.007
H -0.150 2.252 1.338 0.152 -0.167 -0.396
```
Forces are in eV/Å.

The value obtained for the relative energy (zero: lowest compared OMol25 entry of this formula, charge and spin) is 29.4 kcal per mole. The total energy comes out at -1263.020787 Ha. As for the expectation value of S²: 6.154. Its total charge is +2. Its spin multiplicity is 5.

***

# 4
Below is a cluster of 4 separate species, C5H18N2O4 in total, with properties calculated with ωB97M-V/def2-TZVPD.

Geometry as XYZ:
```
29
Properties=species:S:1:pos:R:3:forces:R:3
O -1.806 2.350 1.618 0.400 0.062 0.031
C -1.331 2.703 0.570 -0.585 -0.059 0.221
C 0.069 2.229 0.170 -0.824 0.030 -0.330
C 0.114 1.043 -0.817 0.220 -0.386 0.489
C -0.874 -0.085 -0.714 -0.440 -0.536 -0.025
C -1.774 -0.435 0.191 0.230 0.587 -0.512
N -0.692 -1.094 -1.832 0.523 0.003 0.464
N 0.714 1.853 1.471 0.687 0.557 -0.208
H -1.907 3.348 -0.096 0.122 0.084 -0.395
H 0.584 3.041 -0.334 0.362 0.161 0.375
H 0.193 1.379 -1.848 -0.133 0.312 0.041
H 1.081 0.577 -0.614 0.246 0.011 -0.384
H -2.037 0.241 0.985 -0.049 -0.256 0.230
H -2.314 -1.369 0.114 -0.077 0.071 0.110
H -0.496 -2.001 -1.395 0.045 0.010 -0.181
H 0.116 -0.891 -2.458 -0.199 0.096 0.156
H -1.561 -1.186 -2.359 0.075 0.051 -0.243
H 1.483 1.207 1.291 -0.176 -0.418 0.360
H -0.033 1.494 2.089 0.120 -0.230 0.015
H 1.149 2.649 1.962 -0.342 -0.002 -0.202
H -1.580 -1.511 3.461 -0.050 0.006 -0.150
H -1.753 -2.852 2.809 -0.018 -0.021 -0.144
O -1.571 -1.930 2.589 0.084 -0.019 0.380
H 3.043 -2.856 0.062 -0.386 -0.110 0.079
H 1.818 -3.437 0.772 0.031 -0.001 -0.051
O 2.076 -2.782 0.113 0.295 0.266 -0.145
H 2.445 -1.189 -2.059 0.709 -0.014 -0.402
H 2.731 -0.065 -3.188 0.388 -0.478 0.039
O 2.113 -0.433 -2.551 -1.257 0.222 0.383
```
Forces are in eV/Å.

The value obtained for the relative energy (zero: lowest compared OMol25 entry of this formula, charge and spin) is 1.6 kcal per mole. The total energy comes out at -611.159406 Ha. Its total charge is +2.